The following is a quantum chemistry calculation of a 3-piece molecular cluster, C22H48IN2O8P2 overall in a non-equilibrium geometry, from the Open Molecules 2025 dataset.

Geometry as XYZ:
```
83
Properties=species:S:1:pos:R:3:forces:R:3:lowdin_charge:R:1
I 1.673705 -2.301095 3.254867 -0.258 0.055 -0.182 0.93
P -4.389735 -1.776751 4.827078 0.548 6.192 4.394 0.63
P 3.401049 0.312431 -5.369957 -6.903 0.631 -2.912 0.63
O 3.970459 -0.652095 -6.570400 1.956 0.937 2.253 -0.22
O -5.375196 -2.593877 5.853873 0.714 -1.312 -2.799 -0.22
O -3.491326 -1.226726 6.090947 -0.213 -0.744 -0.199 -0.25
O -3.396065 -1.468963 3.738526 -1.168 -3.341 -1.164 -0.26
O 1.979292 -0.523718 -5.344704 0.659 -0.342 0.077 -0.25
O -5.460662 -0.544014 4.644936 0.100 -0.876 -0.469 -0.21
O 3.025272 1.529040 -6.405996 0.826 -0.291 0.462 -0.21
O 3.244067 0.989030 -4.038538 3.622 -0.996 0.239 -0.25
N -0.545480 -0.018350 1.532352 0.098 0.087 -0.310 0.17
N 1.041592 0.255882 0.126700 0.524 0.803 -0.808 0.21
C 0.570316 2.709253 -0.672576 0.834 -0.150 -0.732 -0.10
C 5.213775 2.118429 -7.326993 0.017 -0.143 0.064 -0.08
C -5.336287 -2.534531 7.289192 0.131 -0.397 0.992 -0.26
C 3.226503 -1.663171 -7.268254 -0.210 -0.966 -0.321 -0.26
C -6.344284 -0.576317 3.520758 -0.292 0.046 -0.237 -0.29
C -1.893898 0.523671 5.638462 -0.026 0.122 -0.082 -0.07
C 2.232318 -1.083917 -8.249484 -0.038 0.469 0.061 -0.07
C 3.721638 2.211448 0.778620 0.113 0.608 0.113 -0.11
C 1.206336 -0.661324 -4.167247 -0.425 0.074 0.071 -0.30
C 1.834269 3.550974 -0.274005 -0.312 -0.162 0.522 -0.17
C 3.975944 2.584038 -6.583239 0.227 0.316 -0.121 -0.28
C 2.025439 -2.414229 0.161427 0.634 0.021 0.779 -0.27
C 0.507216 -0.622107 0.968719 -0.226 -0.539 1.012 -0.31
C -0.679508 1.255692 1.002825 0.159 0.175 0.021 0.02
C 2.507648 3.150567 1.067522 0.871 0.349 -0.478 -0.24
C 0.145368 0.419210 -4.097476 -0.066 0.160 0.018 -0.07
C -7.385042 -1.673644 3.643340 0.084 -0.115 0.046 -0.08
C -2.108217 -0.943440 5.958637 0.344 0.394 0.106 -0.29
C 0.344072 1.452231 0.119787 -1.519 0.320 0.731 -0.21
C -5.893346 -1.239167 7.835031 -0.075 0.315 -0.367 -0.07
C 0.963615 -2.039787 1.248896 0.138 0.165 -1.604 -0.65
C 3.421827 -1.727522 0.399882 -1.294 0.751 -0.772 -0.12
H -5.765604 -0.694840 2.599145 0.031 0.032 0.036 0.11
H -4.335855 -2.741171 7.663083 0.065 0.159 -0.181 0.11
H 1.579635 -2.103786 -0.800386 0.278 -0.328 0.233 0.10
H 4.023160 1.590735 1.634636 -0.247 0.016 -0.336 0.07
H -5.333934 -0.370297 7.492444 0.100 -0.086 0.023 0.07
H 0.675889 2.439299 -1.738853 -0.153 0.048 0.351 0.11
H 2.942486 4.076138 1.483221 -0.303 -0.391 0.043 0.11
H 2.209078 -3.496632 0.135185 -0.517 0.286 0.023 0.11
H 5.870061 2.961477 -7.545793 -0.030 0.007 0.033 0.08
H 1.529680 4.607937 -0.217121 0.110 -0.405 -0.193 0.11
H 3.476964 3.366893 -7.154290 -0.157 -0.116 0.044 0.12
H -1.141113 -0.446243 2.238303 0.032 0.063 -0.144 0.17
H 3.280865 -0.923939 1.142954 0.505 -0.433 -0.069 0.03
H 4.942370 1.628583 -8.262026 -0.015 0.058 -0.008 0.08
H -5.866065 -1.252751 8.925453 -0.014 -0.130 -0.020 0.09
H 1.850103 0.128160 -0.470855 -0.012 -0.346 0.270 0.15
H 3.595049 1.621055 -0.147517 -0.058 -0.038 0.528 0.06
H -0.835308 0.732749 5.466818 0.005 0.000 0.063 0.07
H -7.910288 -1.604185 4.595656 -0.014 0.049 -0.030 0.08
H -0.407090 0.355031 -3.155658 -0.060 -0.022 -0.033 0.07
H 3.963162 -2.248459 -7.822643 0.229 0.236 0.142 0.12
H -0.322284 3.349866 -0.620422 0.166 -0.505 0.235 0.13
H 1.820263 2.770012 1.837241 0.058 -0.030 -0.421 0.10
H -2.459348 0.829438 4.755862 0.015 -0.140 -0.055 0.07
H 2.759810 -2.357096 -6.572214 -0.066 0.207 0.113 0.11
H -5.960977 -3.358558 7.640213 -0.051 -0.053 -0.358 0.12
H -1.636060 -1.171435 6.917340 -0.181 -0.046 0.059 0.12
H -0.559989 0.313665 -4.922581 -0.021 -0.070 0.057 0.08
H 2.741678 -0.458805 -8.984287 0.026 -0.101 -0.044 0.08
H -1.472177 1.947196 1.270696 0.214 -0.377 0.073 0.15
H 0.084448 -2.682426 1.087270 0.284 0.150 0.455 0.10
H -6.925601 -1.100740 7.509949 -0.020 -0.075 0.086 0.08
H 0.577476 1.417523 -4.182155 0.148 -0.067 0.089 0.07
H 2.579287 3.444722 -1.075820 -0.198 0.232 0.269 0.11
H 1.838933 -0.669092 -3.277158 0.063 0.144 -0.054 0.08
H 0.720343 -1.639961 -4.213372 0.070 -0.016 -0.154 0.12
H 4.206942 -2.430362 0.688317 -0.224 0.282 0.005 0.08
H -8.111054 -1.606900 2.832182 0.037 0.021 -0.006 0.08
H -2.242110 1.145859 6.463855 0.065 -0.020 0.013 0.08
H 4.580861 2.873611 0.570236 -0.254 -0.391 -0.012 0.08
H 3.680926 -1.208660 -0.542270 0.387 -0.378 0.389 0.07
H 1.712324 -1.888591 -8.771268 0.114 -0.061 0.019 0.09
H -6.837738 0.394758 3.478085 0.136 0.038 0.134 0.12
H 5.779624 1.393461 -6.734274 0.038 0.047 -0.019 0.07
H -6.920340 -2.663202 3.601572 -0.046 0.005 -0.039 0.07
H -1.643817 -1.594787 5.220768 -0.054 0.036 -0.104 0.09
H 1.486590 -0.457429 -7.763041 0.013 -0.096 0.088 0.07
H 4.246077 3.005032 -5.609988 -0.064 -0.018 0.003 0.11
```
Forces are in eV/Å.

Computed properties:
* charge: +1
* multiplicity: 1
* LUMO energy: -3.0 eV
* HOMO energy: -12.092 eV

The following is a quantum chemistry calculation of a 2-piece molecular cluster, C3H4N2O3 overall in a non-equilibrium geometry, from the Open Molecules 2025 dataset.

Geometry as XYZ:
```
12
Properties=species:S:1:pos:R:3:forces:R:3:lowdin_charge:R:1
O -2.063673 -1.495207 -0.331999 -1.918 4.562 5.955 -0.08
O 0.145780 -0.887057 0.079401 0.721 1.619 0.095 0.07
O 2.996785 -1.063724 -0.118089 -1.699 -1.348 1.023 -0.18
N 0.160911 1.356040 0.033141 -0.463 -0.212 -0.657 0.06
N 2.330927 0.275623 -0.244723 -2.923 -2.818 1.548 0.06
C -1.156008 -0.374062 0.006710 -1.690 -4.207 -2.473 -0.39
C -1.236465 0.931750 -0.186062 1.629 1.927 1.546 -0.02
C 1.023242 0.205147 -0.027275 0.281 1.726 -0.852 -0.33
H 2.471662 -1.888788 0.367648 1.093 3.681 -1.703 0.16
H -2.030353 1.747476 -0.134857 1.115 -1.795 -0.381 0.15
H 0.385589 2.334379 -0.213731 0.459 -1.399 0.201 0.15
H -3.028395 -1.141572 0.769833 3.395 -1.737 -4.302 0.35
```
Forces are in eV/Å.

Computed properties:
* energy above the lowest of the compared OMol25 structures with the same formula, charge and spin: 742.6 kJ/mol
* multiplicity: 1
* LUMO energy: -1.3 eV
* HOMO energy: -8.150 eV

The following is a quantum chemistry calculation of a 14-piece molecular cluster, H28O14 overall in a non-equilibrium geometry, from the Open Molecules 2025 dataset.

Geometry as XYZ:
```
42
Properties=species:S:1:pos:R:3:forces:R:3:lowdin_charge:R:1
O -2.169961 -0.297717 -2.889658 -1.059 0.331 0.030 -0.06
O -2.501656 -1.175478 0.436545 0.344 -0.226 0.657 -0.10
O 1.033437 2.735691 -0.733441 -0.175 0.146 -0.255 -0.06
O -1.581981 2.233055 -1.633871 -1.291 1.192 -0.386 -0.03
O 0.315726 -1.640758 -2.686324 -0.471 -0.784 -1.199 -0.03
O 3.001531 1.235426 0.706721 -0.751 1.485 -1.529 -0.01
O -0.358710 -3.302043 0.210604 0.922 -0.162 0.675 0.01
O 1.414607 0.973656 3.450106 0.994 -0.077 -0.107 -0.06
O 1.243846 0.923828 -3.061290 1.461 0.609 -1.106 -0.03
O -3.679095 1.048916 -0.422847 -0.847 -0.883 0.842 -0.04
O -1.163793 0.944292 2.275934 0.223 1.001 1.228 -0.02
O -0.059571 0.047633 -0.357679 -1.580 -1.256 -0.211 -0.07
O 1.015156 -1.599696 1.726707 -0.497 -0.407 0.827 -0.06
O 3.820518 -1.451031 1.551062 0.004 0.120 0.294 -0.06
H 3.226982 0.623047 0.020907 0.387 -0.556 -0.768 0.04
H -2.832576 1.423111 -0.708535 0.182 0.896 0.037 0.00
H 3.989116 -1.532502 2.495388 0.373 -0.027 -0.001 0.05
H 1.152204 0.798580 4.354713 -0.429 0.065 -0.133 0.03
H -1.355189 -0.801213 -2.886701 0.417 0.266 0.383 -0.02
H -0.849221 -0.570333 -0.232217 0.924 1.108 -0.464 0.03
H 0.696455 -1.830215 -1.846597 0.453 0.151 1.191 0.02
H -1.421065 0.203809 1.762668 -0.224 -1.082 -1.094 -0.02
H 0.650046 0.982887 2.862537 -0.416 0.015 0.307 -0.01
H 1.223041 1.625689 -2.429169 0.107 0.955 0.634 -0.03
H -3.023978 -0.321288 0.315857 0.133 -1.039 0.081 0.02
H -0.819746 2.090031 -1.114303 2.219 -1.153 1.100 -0.02
H -3.974593 1.383597 0.436923 0.313 0.432 -0.523 0.07
H 0.532605 -0.339688 0.286004 0.602 0.279 0.525 0.00
H 1.730785 2.180396 -0.340272 -0.030 0.307 0.310 0.02
H -1.724657 1.663752 1.984858 0.045 0.235 -0.076 0.06
H 1.439552 3.492613 -1.169832 0.230 -0.147 0.250 0.07
H 0.070686 -3.807368 -0.454628 1.627 -0.948 -0.553 0.06
H 0.535434 0.401341 -2.762349 -1.342 -1.377 0.352 -0.05
H 0.412665 -2.457884 -3.193172 0.008 0.277 -0.126 0.08
H 3.221904 0.763070 1.474064 0.359 -0.889 2.009 -0.01
H -1.546593 3.200089 -1.600190 -0.654 -0.053 -0.511 0.09
H 2.853926 -1.416842 1.555256 -0.320 -0.179 -0.192 -0.02
H -2.109690 0.510381 -2.348307 0.521 -0.703 -0.685 -0.01
H 0.554744 -2.289277 1.229237 0.046 -0.148 -0.771 0.00
H -1.180554 -3.299137 -0.217664 -2.730 0.856 -0.352 0.04
H -2.444509 -1.527443 1.350845 -0.593 0.697 -0.830 0.07
H 0.662170 -1.824979 2.602109 0.517 0.675 0.140 0.08
```
Forces are in eV/Å.

Computed properties:
* energy above the lowest of the compared OMol25 structures with the same formula, charge and spin: 133.5 kJ/mol
* multiplicity: 1
* LUMO energy: -0.3 eV
* HOMO energy: -10.071 eV